The following is a quantum chemistry calculation of C5H8O2 in the gas phase, from the OMol25 dataset.

Geometry as ORCA input:
```
! wB97M-V def2-TZVPD RIJCOSX def2/J DEFGRID3
* xyz 0 1
O 2.13673 0.09783 -0.57007
O -1.40442 -2.33500 -0.63422
C -1.53343 0.06611 -0.63245
C -0.90927 -1.27529 -0.93735
C 1.61145 -0.02605 0.68708
C -0.50811 1.05603 -0.04635
C 0.39018 0.41544 0.97730
H 0.02023 0.25922 1.98684
H -1.04982 1.89611 0.40215
H 0.06200 -1.23343 -1.47522
H 2.24487 -0.51457 1.42451
H -1.94074 0.47144 -1.56980
H -2.37154 -0.10926 0.04831
H 3.02510 -0.27270 -0.58727
H 0.11085 1.46652 -0.85050
*
```

SMILES string: O=CCC/C=C\O
DFT total energy, Ha: -345.7590
Largest force on an atom, eV Å⁻¹: 0.46
E_LUMO, eV: 0.61
Energy above the lowest of the compared OMol25 structures with the same formula, charge and spin, kJ/mol: 120.6
Molecular weight, Da: 100.117

Here are the Mulliken charges for atoms 1 to 6, given in e:
1 O -0.46
2 O -0.51
3 C -0.53
4 C 0.06
5 C -0.15
6 C -0.56